The following is a DFT calculation (wB97M-V/def2-TZVPD) of a single C2H4OS2 molecule at a distorted geometry.

Orbital gap (spin up / spin down), eV: 7.95 / 7.84
2S+1: 1
Largest force on an atom, eV Å⁻¹: 2.94
Electronic energy, a.u.: -950.07109

Last column: natural (NBO) charge in e.
Positions of all 9 atoms, in Å:
C  0.7224  0.2808  -0.8153  -0.089
C  -0.3029  -0.0779  1.3234  -0.069
O  -0.2941  -0.1376  -0.0317  -0.448
S  0.6223  -0.0655  -2.5590  0.005
S  -1.5421  -1.0401  2.1632  0.011
H  1.7740  0.3065  -0.3625  0.173
H  0.4722  0.3217  1.9186  0.180
H  1.0629  1.0142  -3.0729  0.116
H  -2.5147  -0.6021  1.4361  0.121

---

The following is a DFT calculation (wB97M-V/def2-TZVPD) of 5 unconnected molecules or ions with the total composition C22H48ClN4O10P at a distorted geometry.

Orbital gap, eV: 9.14
2S+1: 1
Largest force on an atom, eV Å⁻¹: 1.41
Electronic energy, a.u.: -2640.03124

Last column: Löwdin charge in e.
Positions of all 86 atoms, in Å:
C  -4.6072  -2.4237  -0.7702  -0.089
O  -5.4919  -2.4600  -1.8774  -0.199
C  -6.3157  -1.3265  -2.0599  -0.160
C  -6.1838  -0.6598  -3.4341  -0.414
C  -7.4475  0.1804  -3.7151  -0.087
C  -7.4781  1.4107  -2.8459  -0.329
C  -8.1962  1.3236  -1.5737  -0.089
O  -8.7194  2.0101  -2.7201  -0.021
O  -5.1004  0.2575  -3.5320  -0.109
C  -3.8564  -0.2026  -3.0564  -0.208
C  -2.7324  0.6213  -3.7053  -0.139
C  -1.9191  1.4676  -2.7020  -0.245
C  -0.5064  0.9024  -2.4999  -0.597
Cl  0.0218  0.9943  -0.7965  0.534
P  -6.0776  -1.8680  -4.8676  0.513
O  -7.2084  -1.7107  -5.7754  -0.240
O  -4.7098  -1.5472  -5.6495  -0.096
O  -5.9900  -3.3806  -4.3562  -0.099
H  -3.6325  -2.7841  -1.0981  0.089
H  -4.4645  -1.4237  -0.3704  0.082
H  -4.9545  -3.1044  0.0030  0.090
H  -7.3548  -1.6278  -1.9380  0.137
H  -6.1383  -0.5630  -1.3038  0.134
H  -8.3446  -0.3696  -3.4612  0.132
H  -7.4468  0.5230  -4.7428  0.129
H  -6.6057  2.0442  -2.8739  0.146
H  -8.7581  0.4309  -1.3547  0.113
H  -7.9263  2.0627  -0.8352  0.113
H  -3.7879  -0.1172  -1.9720  0.111
H  -3.7082  -1.2631  -3.2843  0.106
H  -2.0985  -0.0268  -4.3039  0.109
H  -3.2195  1.2979  -4.4015  0.120
H  -2.4460  1.5549  -1.7583  0.089
H  -1.8300  2.4639  -3.1242  0.106
H  0.1812  1.4758  -3.1103  0.065
H  -0.4601  -0.1245  -2.8403  0.060
H  -3.9419  -1.9094  -5.1949  0.066
H  -5.1359  -3.5842  -3.9619  0.074
C  2.4989  -0.7385  -4.1539  -0.373
O  2.2062  0.1765  -4.9013  0.001
N  3.3897  -0.6642  -3.1529  -0.191
C  3.6826  -1.7937  -2.2915  -0.051
C  4.0802  0.5920  -2.9228  -0.032
H  2.0325  -1.7360  -4.2410  0.131
H  3.4507  -1.5438  -1.2547  0.089
H  4.7399  -2.0549  -2.3609  0.092
H  3.0862  -2.6533  -2.5911  0.080
H  3.3494  1.3755  -2.7156  0.091
H  4.6371  0.8683  -3.8192  0.096
H  4.7630  0.4956  -2.0826  0.063
C  5.5960  1.7178  0.3282  -0.368
O  5.6987  0.5040  0.3693  -0.017
N  4.9557  2.4365  1.2557  -0.183
C  4.8120  3.8758  1.1957  -0.049
C  4.4014  1.6796  2.3746  -0.040
H  6.0361  2.3174  -0.4880  0.136
H  5.2783  4.3369  2.0683  0.089
H  3.7550  4.1459  1.1760  0.092
H  5.2907  4.2600  0.2972  0.083
H  5.2173  1.1485  2.8696  0.078
H  3.6851  0.9478  2.0098  0.092
H  3.9076  2.3356  3.0814  0.076
C  2.0324  0.3906  5.1006  -0.351
O  2.0471  1.1039  4.1098  -0.010
N  1.9897  0.8361  6.3657  -0.179
C  1.9967  -0.0751  7.4952  -0.055
C  1.9382  2.2686  6.6025  -0.044
H  2.0695  -0.7082  5.0327  0.099
H  1.0898  0.0557  8.0893  0.087
H  2.8650  0.1175  8.1279  0.090
H  2.0444  -1.1025  7.1410  0.066
H  1.0515  2.6953  6.1328  0.090
H  2.8156  2.7527  6.1719  0.085
H  1.9090  2.4582  7.6721  0.083
C  3.6855  -2.3161  4.5820  -0.319
O  3.1088  -1.9608  5.5964  -0.047
N  4.8799  -1.8541  4.1835  -0.169
C  5.5125  -2.2793  2.9458  -0.038
C  5.5547  -0.8747  5.0179  -0.032
H  3.2494  -3.0498  3.8839  0.145
H  6.4834  -2.7358  3.1482  0.092
H  5.6615  -1.4200  2.2878  0.074
H  4.8866  -3.0022  2.4276  0.086
H  5.7402  -1.2899  6.0090  0.096
H  4.9308  0.0131  5.1329  0.083
H  6.4989  -0.5967  4.5571  0.090

---

The following is a DFT calculation (wB97M-V/def2-TZVPD) of a molecular structure, C21H32ClIN3OPtSSi2Te.

Orbital gap (spin up / spin down), eV: 4.26 / 4.26
2S+1: 1
Net charge: +3
Largest force on an atom, eV Å⁻¹: 0.51
Electronic energy, a.u.: -3180.41480

Last column: natural (NBO) charge in e.
Positions of all 64 atoms, in Å:
Pt  0.1323  1.2022  0.5224  0.407
Cl  2.9194  -2.0308  5.9856  0.320
C  2.7151  -1.2536  4.5370  0.166
C  3.8744  -0.8863  3.8225  -0.314
C  3.7912  -0.2334  2.6250  -0.159
I  5.4300  0.2777  1.5649  0.560
C  2.4373  0.1183  2.0804  0.568
O  2.2872  0.7403  1.0470  -0.490
C  1.2449  -0.3104  2.8424  0.088
N  0.0717  0.0094  2.2989  -0.442
C  -1.0426  -0.3158  2.9704  0.120
C  -1.0163  -1.0044  4.1732  -0.198
C  0.2019  -1.3523  4.7297  -0.058
C  1.3673  -0.9830  4.0540  -0.087
H  4.8361  -1.1386  4.2506  0.292
H  -1.9754  -0.0055  2.5222  0.256
H  -1.9477  -1.2576  4.6612  0.281
H  0.2461  -1.8865  5.6697  0.270
C  -5.9739  -1.2837  1.4206  -1.121
Si  -4.9191  0.1964  1.7965  1.646
C  -4.1186  -0.0066  3.4785  -1.130
C  -5.9252  1.7538  1.7158  -1.132
C  -3.6124  0.1239  0.3754  -1.177
Te  -2.2365  1.5748  -0.3954  1.012
C  -2.7878  3.4024  0.5377  -1.121
Si  -3.6083  4.6669  -0.6742  1.639
C  -3.7172  6.2351  0.3100  -1.121
C  -2.4744  4.8409  -2.1478  -1.128
C  -5.2649  3.9881  -1.1738  -1.131
H  -6.7762  -1.3647  2.1577  0.269
H  -5.4116  -2.2197  1.4401  0.249
H  -6.4444  -1.1961  0.4390  0.259
H  -4.8907  -0.3079  4.1902  0.281
H  -3.6722  0.9148  3.8613  0.241
H  -3.3821  -0.8134  3.4740  0.197
H  -6.7793  1.6414  2.3890  0.275
H  -6.3301  1.9084  0.7151  0.257
H  -5.3994  2.6578  2.0237  0.236
H  -4.2102  -0.0153  -0.5327  0.273
H  -3.0264  -0.7972  0.4652  0.253
H  -1.8727  3.8245  0.9572  0.259
H  -3.4405  3.1285  1.3654  0.256
H  -2.7236  6.6060  0.5706  0.249
H  -4.2845  6.1005  1.2331  0.254
H  -4.2163  7.0160  -0.2682  0.272
H  -1.6234  5.4851  -1.9162  0.250
H  -3.0155  5.3009  -2.9776  0.271
H  -2.0867  3.8854  -2.5106  0.224
H  -5.9520  3.9552  -0.3289  0.253
H  -5.1978  2.9827  -1.6027  0.230
H  -5.7165  4.6260  -1.9365  0.274
C  0.4760  0.6632  -3.3313  -0.410
N  1.6718  1.4530  -3.0476  -0.299
C  2.8145  1.4639  -3.8258  -0.040
C  3.6511  2.3862  -3.3026  -0.044
N  3.0085  2.9069  -2.2021  -0.472
C  1.8009  2.3430  -2.0562  0.247
S  0.6182  2.9068  -0.9091  -0.083
H  0.7373  -0.1123  -4.0447  0.248
H  -0.2971  1.3040  -3.7516  0.242
H  0.1194  0.2041  -2.4129  0.219
H  2.9243  0.8239  -4.6839  0.267
H  4.6237  2.7182  -3.6199  0.271
H  3.3491  3.6511  -1.6117  0.457

---

The following is a DFT calculation (wB97M-V/def2-TZVPD) of 2 unconnected molecules or ions with the total composition C5H13NO at a distorted geometry.

Orbital gap, eV: 8.65
2S+1: 1
Largest force on an atom, eV Å⁻¹: 8.72
Electronic energy, a.u.: -328.20863

Last column: natural (NBO) charge in e.
Positions of all 20 atoms, in Å:
C  -1.7665  -1.0229  -0.4945  -0.613
C  -1.3515  -0.3893  0.8052  -0.454
C  0.2077  -0.3442  0.7836  0.243
C  0.8106  -1.5416  0.5705  -0.601
C  0.7138  2.2665  0.7796  -0.408
N  0.9589  0.8001  0.9477  -0.629
H  -2.8453  -0.6632  -0.7018  0.200
H  -1.1799  -0.7500  -1.3564  0.226
H  -1.8868  -2.1196  -0.5509  0.212
H  -1.7815  -0.9209  1.6556  0.227
H  -1.7865  0.6410  0.9746  0.206
H  1.8508  -1.4345  0.5139  0.167
H  0.5772  -2.5891  0.3962  0.224
H  0.1432  2.6395  -0.0693  0.212
H  1.7040  2.7118  0.6807  0.207
H  0.4345  2.7184  1.7021  0.190
H  1.9834  0.5244  1.1352  0.387
H  1.0943  -0.5107  -3.2381  0.458
H  1.1690  -0.1736  -1.8905  0.456
O  0.9505  0.1579  -2.6436  -0.912

---

The following is a DFT calculation (wB97M-V/def2-TZVPD) of 2 unconnected molecules or ions with the total composition C2H6N4S at a distorted geometry.

Orbital gap, eV: 8.66
2S+1: 1
Largest force on an atom, eV Å⁻¹: 5.76
Electronic energy, a.u.: -696.83261

Last column: natural (NBO) charge in e.
Positions of all 13 atoms, in Å:
C  -0.6126  0.3017  -0.1024  0.216
C  2.1518  0.0022  0.2675  -0.069
H  -2.3048  -1.1955  0.9754  0.341
H  -3.0116  -1.5892  -0.5758  0.367
H  -0.1923  -0.4694  1.0643  0.158
H  0.3391  1.0238  -1.7553  0.410
H  1.7293  1.8766  0.6473  0.392
H  2.8202  -0.0131  1.2764  0.231
N  -2.7958  -0.8619  0.1604  -0.657
N  -1.7794  0.0363  -0.6857  -0.324
N  0.2427  1.2521  -0.6752  -0.464
N  1.5615  1.1461  -0.0964  -0.439
S  1.8517  -1.5098  -0.5006  -0.162

---

The following is a DFT calculation (wB97M-V/def2-TZVPD) of 12 unconnected molecules or ions with the total composition C36H48F9N3O30 at a distorted geometry.

Orbital gap, eV: 9.35
2S+1: 1
Largest force on an atom, eV Å⁻¹: 4.05
Electronic energy, a.u.: -4721.00030

Last column: Löwdin charge in e.
Positions of all 126 atoms, in Å:
C  14.0656  17.4857  8.9395  -0.055
C  13.6259  18.7154  9.6316  -0.305
O  14.6531  19.0481  10.5191  0.142
C  15.5747  18.0603  10.6094  -0.517
O  16.5031  18.0607  11.3616  0.174
O  15.2491  17.1313  9.6479  0.039
F  12.4997  18.5647  10.4115  0.049
H  14.4198  17.7918  7.9485  0.146
H  13.3556  16.6495  8.8403  0.135
H  13.3766  19.5600  9.0415  0.157
C  14.1647  12.5328  7.4514  -0.061
C  14.6629  11.9384  8.7711  -0.284
O  15.9895  12.2853  8.8382  0.136
C  16.3715  12.5216  7.5427  -0.566
O  17.4699  12.6468  7.1813  0.205
O  15.3427  12.5950  6.6829  0.085
F  14.5238  10.5338  8.7404  0.028
H  13.7511  13.5354  7.5535  0.114
H  13.4183  11.8787  6.8906  0.167
H  14.1999  12.2014  9.7236  0.145
C  15.2585  9.1524  12.1374  -0.069
C  15.7046  10.5891  12.3426  -0.302
O  14.5631  11.3879  12.1039  0.110
C  13.5087  10.5347  11.9218  -0.592
O  12.4019  10.8439  11.8182  0.188
O  13.9097  9.2935  11.9272  0.101
F  16.6626  11.0092  11.4924  0.081
H  15.4194  8.4290  12.9488  0.134
H  15.6705  8.8542  11.1761  0.144
H  16.0833  10.9056  13.3430  0.157
C  11.9355  13.0117  16.6732  -0.025
C  10.9672  12.2641  17.6091  -0.315
O  10.5453  13.1044  18.5708  0.150
C  11.1263  14.3496  18.3815  -0.530
O  10.9046  15.3045  19.0133  0.207
O  11.9711  14.2869  17.3416  0.062
F  11.6975  11.2093  18.2251  0.001
H  11.3361  13.0480  15.7453  0.114
H  12.8783  12.5407  16.5772  0.114
H  10.0955  11.8624  17.0645  0.152
C  19.5202  14.5354  12.0890  -0.034
C  18.2101  14.5174  11.3683  -0.254
O  17.3905  13.9374  12.3635  0.135
C  18.0685  13.2622  13.2261  -0.598
O  17.5384  12.4926  14.0062  0.120
O  19.3495  13.4447  12.9807  0.112
F  18.2803  13.7086  10.2581  0.083
H  19.6269  15.4924  12.5938  0.146
H  20.3519  14.2981  11.4324  0.150
H  17.7880  15.4864  11.1905  0.158
C  10.2370  12.3869  11.0170  -0.027
C  10.2771  13.6930  11.8472  -0.251
O  10.9994  14.6157  10.9956  0.130
C  11.5411  13.8987  10.0007  -0.615
O  12.3251  14.3932  9.2390  0.127
O  11.2695  12.6209  10.0548  0.090
F  11.0965  13.5695  12.9103  0.068
H  9.2425  12.4349  10.5247  0.149
H  10.4646  11.4644  11.5553  0.124
H  9.3033  14.1104  12.1641  0.159
C  18.6696  13.2337  16.9486  -0.046
C  18.1800  11.8494  16.7367  -0.328
O  16.8183  11.9253  16.7110  0.125
C  16.3984  13.1726  17.1034  -0.513
O  15.2935  13.5826  17.2119  0.173
O  17.4869  13.9014  17.4251  0.065
F  18.5500  11.0237  17.8201  0.017
H  18.8165  13.6689  15.9337  0.114
H  19.5784  13.4352  17.5349  0.156
H  18.5018  11.4342  15.7659  0.158
C  11.8846  17.8513  17.5107  -0.020
C  10.8225  17.2408  16.6753  -0.323
O  10.9361  17.9583  15.4511  0.097
C  12.0053  18.8204  15.4862  -0.615
O  12.2699  19.5458  14.6223  0.202
O  12.6566  18.7135  16.6285  0.081
F  9.5693  17.3986  17.1795  0.077
H  12.5157  17.0933  17.9766  0.132
H  11.5027  18.4970  18.2949  0.149
H  10.9366  16.2250  16.4329  0.114
C  15.8876  17.6044  16.9391  0.010
C  16.0078  18.3388  15.6068  -0.297
O  16.8091  17.5031  14.7979  0.139
C  17.2299  16.4263  15.5272  -0.549
O  17.9114  15.5348  15.1523  0.169
O  16.8426  16.5205  16.7788  0.084
F  16.6243  19.5463  15.6808  0.070
H  14.9680  17.0696  16.9817  0.109
H  16.1748  18.2430  17.7632  0.146
H  15.0894  18.5081  15.1007  0.136
C  9.1431  14.3542  15.2257  -0.341
O  8.8389  13.4895  16.0149  0.047
N  8.2668  15.0975  14.4948  -0.173
C  8.6895  16.3943  13.9887  -0.056
C  6.7905  14.9568  14.6209  -0.022
H  10.1401  14.7127  14.9858  0.115
H  8.2688  17.1977  14.5570  0.089
H  8.3597  16.4010  12.9524  0.089
H  9.7592  16.5232  13.9047  0.080
H  6.5386  13.9988  15.1968  0.114
H  6.3468  15.7826  15.1560  0.082
H  6.3527  14.8986  13.6441  0.072
C  13.6782  8.7398  15.7980  -0.344
O  14.4253  9.1390  14.9238  0.006
N  14.0596  8.3768  17.0355  -0.158
C  13.0617  7.8233  18.0539  -0.026
C  15.5192  8.3648  17.4189  -0.013
H  12.5749  8.7490  15.6890  0.137
H  12.0285  7.9481  17.6716  0.082
H  13.2148  8.3294  19.0219  0.087
H  13.2430  6.7363  18.1144  0.082
H  16.1055  8.9593  16.7093  0.077
H  15.6742  8.7304  18.4521  0.095
H  15.8202  7.3364  17.3780  0.073
C  13.7031  16.1418  13.7515  -0.311
O  13.7771  16.3230  14.9168  0.053
N  14.0438  14.9418  13.2129  -0.120
C  14.1149  14.7808  11.8021  -0.044
C  14.2026  13.7763  14.0881  0.001
H  13.6060  16.9436  12.9850  0.153
H  13.9607  15.6941  11.2273  0.081
H  13.4373  13.9947  11.4712  0.068
H  15.1013  14.3990  11.4754  0.100
H  13.4100  13.0709  14.0234  0.073
H  15.1260  13.2910  13.8000  0.075
H  14.3944  13.9945  15.1115  0.056

---

The following is a DFT calculation (wB97M-V/def2-TZVPD) of 2 unconnected molecules or ions with the total composition CH9N5 at a distorted geometry.

Orbital gap, eV: 9.65
2S+1: 1
Net charge: +2
Largest force on an atom, eV Å⁻¹: 8.02
Electronic energy, a.u.: -316.54712

Last column: natural (NBO) charge in e.
Positions of all 15 atoms, in Å:
C  9.7871  0.7754  -0.3662  0.004
N  10.9111  0.1851  -0.0764  -0.209
N  -12.8543  0.3777  -0.1284  0.211
N  -12.7422  -0.3903  -1.0524  -0.371
N  11.1735  -0.5505  1.0801  -0.601
N  -13.3841  -0.0600  1.1938  -0.584
H  8.9674  0.3576  0.1385  0.218
H  9.5761  1.4515  -1.2033  0.269
H  11.8435  0.1660  -0.5614  0.464
H  -12.7674  -1.4451  -1.0400  0.430
H  -12.5351  0.1212  -1.9203  0.449
H  11.9353  -1.1947  1.1614  0.437
H  10.3355  -0.6127  1.7471  0.419
H  -13.4159  -0.9665  1.5966  0.416
H  -13.2393  0.7746  1.8902  0.449

---

electronic energy of number 6 (C36H48F9N3O30)?
-4721.00030 a.u.

---

What is the electronic energy in the seventh record?
-316.54712 a.u.

---

What did the seventh record say?
The following is a DFT calculation (wB97M-V/def2-TZVPD) of 2 unconnected molecules or ions with the total composition CH9N5 at a distorted geometry.

Orbital gap, eV: 9.65
2S+1: 1
Net charge: +2
Largest force on an atom, eV Å⁻¹: 8.02
Electronic energy, a.u.: -316.54712

Last column: natural (NBO) charge in e.
Positions of all 15 atoms, in Å:
C  9.7871  0.7754  -0.3662  0.004
N  10.9111  0.1851  -0.0764  -0.209
N  -12.8543  0.3777  -0.1284  0.211
N  -12.7422  -0.3903  -1.0524  -0.371
N  11.1735  -0.5505  1.0801  -0.601
N  -13.3841  -0.0600  1.1938  -0.584
H  8.9674  0.3576  0.1385  0.218
H  9.5761  1.4515  -1.2033  0.269
H  11.8435  0.1660  -0.5614  0.464
H  -12.7674  -1.4451  -1.0400  0.430
H  -12.5351  0.1212  -1.9203  0.449
H  11.9353  -1.1947  1.1614  0.437
H  10.3355  -0.6127  1.7471  0.419
H  -13.4159  -0.9665  1.5966  0.416
H  -13.2393  0.7746  1.8902  0.449

---

Number 1 is which compound?
C2H4OS2